Computed, not measured: a single C15H20FNO7S molecule, with the ωB97M-V functional and the def2-TZVPD basis.

## Properties
E (Eh): -1663.06165
Largest force on an atom (eV/Å): 0.40
Energy relative to the best compared isomer or geometry (same formula, charge and spin) (kcal per mole): 0.4
LUMO level (eV): 0.2
Molecular weight (g mol⁻¹): 377.39

Last column: Mulliken charge in e.
Atoms and positions in Å:
C: -4.620 -1.611 2.941  -0.704
O: -3.695 -0.737 2.286  -0.265
C: -4.245 0.016 1.307  0.516
O: -5.414 -0.039 1.017  -0.575
C: -3.202 0.822 0.602  -0.340
C: -1.868 0.449 0.729  -0.222
C: -0.860 1.125 0.062  -0.576
N: 0.513 0.808 0.119  -0.050
C: 1.106 -0.202 0.827  0.181
O: 0.523 -0.972 1.557  -0.648
C: 2.614 -0.322 0.558  0.241
C: 2.826 -1.339 -0.556  -0.703
C: 4.297 -1.460 -0.900  -0.736
S: 4.631 -2.670 -2.142  1.274
C: 3.909 -2.008 -3.609  -1.039
O: 6.053 -2.700 -2.334  -0.664
O: 3.920 -3.869 -1.804  -0.639
O: 3.308 -0.768 1.688  -0.367
C: 3.266 0.144 2.771  -0.747
C: -1.242 2.197 -0.727  0.392
F: -0.264 2.868 -1.386  -0.372
C: -2.542 2.612 -0.870  -0.567
C: -3.552 1.920 -0.201  0.888
O: -4.849 2.279 -0.258  -0.407
C: -5.235 3.318 -1.140  -0.948
H: -4.036 -2.145 3.684  0.233
H: -5.416 -1.042 3.417  0.273
H: -5.063 -2.308 2.230  0.323
H: -1.610 -0.388 1.353  0.909
H: 1.113 1.405 -0.424  0.296
H: 3.005 0.666 0.246  0.231
H: 2.445 -2.303 -0.219  0.356
H: 2.240 -1.038 -1.429  0.381
H: 4.736 -0.526 -1.257  0.361
H: 4.875 -1.809 -0.044  0.331
H: 4.172 -2.709 -4.399  0.387
H: 2.830 -1.960 -3.492  0.346
H: 4.345 -1.032 -3.808  0.339
H: 3.895 -0.269 3.556  0.297
H: 3.661 1.124 2.473  0.313
H: 2.249 0.262 3.153  0.247
H: -2.743 3.469 -1.492  0.482
H: -6.320 3.341 -1.104  0.249
H: -4.845 4.288 -0.818  0.347
H: -4.909 3.113 -2.163  0.373